{"formula": "C19H17ClN2O6", "method": "wB97M-V/def2-TZVPD", "multiplicity": 1, "smiles": "CCCNC(=O)COC(=O)c1ccccc1C(=O)c1ccc(Cl)c([N+](=O)[O-])c1", "homo_energy_ev": -9.59, "symbols": ["C", "C", "C", "N", "C", "O", "C", "O", "C", "O", "C", "C", "C", "C", "C", "C", "C", "O", "C", "C", "C", "C", "Cl", "C", "N", "O", "O", "C", "H", "H", "H", "H", "H", "H", "H", "H", "H", "H", "H", "H", "H", "H", "H", "H", "H"], "coordinates": [[-3.517, -3.449, -2.708], [-3.231, -2.413, -1.629], [-3.252, -3.045, -0.236], [-2.887, -2.082, 0.780], [-3.777, -1.521, 1.610], [-4.935, -1.855, 1.722], [-3.181, -0.378, 2.464], [-2.958, 0.787, 1.670], [-1.842, 0.852, 0.962], [-0.967, 0.005, 0.981], [-1.741, 2.059, 0.116], [-2.504, 3.202, 0.322], [-2.339, 4.292, -0.513], [-1.423, 4.241, -1.553], [-0.667, 3.100, -1.768], [-0.817, 2.003, -0.932], [-0.072, 0.725, -1.189], [-0.541, -0.147, -1.881], [1.293, 0.636, -0.603], [1.886, 1.692, 0.088], [3.145, 1.549, 0.634], [3.851, 0.356, 0.500], [5.395, 0.224, 1.233], [3.258, -0.704, -0.194], [3.918, -1.980, -0.387], [5.125, -1.999, -0.410], [3.202, -2.944, -0.530], [1.987, -0.560, -0.731], [-2.765, -4.235, -2.691], [-3.504, -2.984, -3.690], [-4.493, -3.904, -2.553], [-3.983, -1.622, -1.669], [-2.255, -1.955, -1.804], [-4.253, -3.408, 0.006], [-2.547, -3.881, -0.193], [-1.948, -1.706, 0.728], [-2.242, -0.701, 2.926], [-3.909, -0.085, 3.221], [-3.214, 3.224, 1.133], [-2.927, 5.184, -0.357], [-1.300, 5.092, -2.205], [0.035, 3.055, -2.587], [1.358, 2.626, 0.203], [3.599, 2.361, 1.179], [1.531, -1.388, -1.255]], "forces_ev_per_a": [[0.0, 0.2, 0.1], [0.0, -0.3, 0.1], [-0.2, 0.1, -0.2], [0.4, -0.2, -0.3], [0.4, 0.5, 0.4], [-0.5, 0.0, 0.1], [-0.1, -0.6, 0.3], [-0.2, 0.4, -0.2], [0.3, -0.3, 0.1], [-0.3, 0.2, 0.3], [0.2, 0.2, -0.3], [0.1, -0.2, 0.0], [0.0, 0.1, 0.0], [0.0, 0.0, 0.0], [0.0, -0.2, 0.1], [-0.5, 0.1, 0.1], [0.3, 0.0, -0.2], [0.1, 0.1, 0.0], [0.5, -0.2, 0.1], [-0.1, -0.3, -0.2], [0.2, -0.2, 0.0], [-0.2, -0.1, -0.2], [0.1, 0.3, 0.2], [-0.5, 0.9, 0.1], [0.2, -0.3, 0.0], [0.3, -0.1, -0.2], [-0.3, -0.4, 0.0], [0.1, 0.0, 0.0], [0.1, -0.1, -0.1], [0.0, 0.0, -0.1], [-0.1, -0.1, 0.0], [0.0, 0.1, 0.0], [0.0, 0.1, 0.0], [0.1, -0.1, 0.0], [-0.1, 0.0, 0.0], [-0.2, 0.1, 0.2], [-0.1, 0.1, 0.0], [0.1, -0.1, -0.2], [-0.1, 0.0, 0.1], [0.0, 0.1, 0.0], [0.0, 0.1, -0.1], [0.1, 0.0, -0.1], [0.0, 0.1, 0.0], [0.1, 0.0, 0.1], [0.0, 0.0, 0.0]]}

---

{"formula": "C19H17CrF5NO4", "method": "wB97M-V/def2-TZVPD", "multiplicity": 5, "total_charge": -1, "s_squared": 6.021, "homo_energy_ev": [-4.64, -4.68], "symbols": ["Cr", "O", "C", "C", "O", "O", "C", "C", "C", "C", "C", "C", "C", "C", "C", "C", "C", "C", "H", "H", "H", "H", "H", "H", "H", "H", "H", "H", "H", "N", "C", "O", "C", "C", "H", "H", "H", "H", "H", "H", "F", "C", "F", "C", "F", "F", "F"], "coordinates": [[-0.342, -2.267, -0.312], [0.491, 0.266, -0.006], [-0.401, 1.351, -0.099], [-1.839, 0.622, -0.297], [-2.837, 1.310, -0.174], [-1.735, -0.575, -0.608], [-0.330, 2.197, 1.148], [-1.255, 3.196, 1.446], [-1.103, 3.991, 2.568], [-0.043, 3.791, 3.434], [0.846, 2.762, 3.183], [0.706, 1.976, 2.056], [-0.212, 2.154, -1.365], [0.800, 1.826, -2.266], [0.967, 2.545, -3.436], [0.130, 3.604, -3.740], [-0.898, 3.919, -2.869], [-1.072, 3.198, -1.704], [1.407, 0.565, -0.099], [-2.123, 3.329, 0.826], [-1.823, 4.773, 2.772], [0.082, 4.422, 4.304], [1.657, 2.568, 3.870], [1.409, 1.171, 1.901], [1.456, 0.989, -2.080], [1.754, 2.267, -4.123], [0.268, 4.169, -4.652], [-1.582, 4.724, -3.107], [-1.912, 3.426, -1.074], [-3.104, -4.996, 0.867], [-1.944, -4.278, 0.698], [-1.991, -3.128, 0.227], [-0.611, -4.894, 0.957], [0.315, -4.258, -0.100], [-3.959, -4.465, 0.810], [-3.102, -5.798, 1.473], [-0.661, -5.992, 0.928], [-0.262, -4.600, 1.956], [0.188, -4.832, -1.033], [1.347, -4.434, 0.208], [1.521, -1.753, -1.267], [2.543, -1.484, -0.254], [1.815, -1.816, 0.924], [3.563, -2.614, -0.425], [4.788, -2.088, -0.699], [3.327, -3.470, -1.441], [3.762, -3.368, 0.674]], "forces_ev_per_a": [[0.7, 1.4, -0.6], [0.0, 0.7, -0.1], [-1.0, -1.0, -0.1], [1.2, 1.0, 0.4], [-0.6, 0.3, 0.0], [0.1, -1.7, -0.3], [0.1, 0.0, 0.3], [-0.1, 0.0, 0.0], [0.0, 0.1, 0.1], [0.0, 0.0, 0.1], [0.1, 0.1, 0.2], [0.0, 0.0, -0.1], [0.3, 0.1, -0.4], [-0.1, -0.1, 0.2], [0.1, 0.1, -0.2], [0.0, 0.0, -0.1], [0.0, 0.1, -0.1], [0.0, 0.0, 0.1], [0.2, -0.3, 0.0], [0.0, 0.0, -0.1], [-0.1, 0.0, 0.0], [0.0, 0.0, 0.1], [0.1, 0.0, 0.0], [0.0, -0.1, -0.1], [0.0, -0.1, 0.1], [0.1, 0.0, 0.0], [0.0, 0.0, -0.1], [0.0, 0.0, 0.0], [-0.1, 0.0, 0.1], [0.7, 0.8, 0.1], [-0.7, -0.3, -0.1], [-1.6, -1.0, 0.7], [0.2, 0.0, -0.2], [0.4, -0.6, 0.0], [0.0, 0.0, -0.1], [0.1, 0.0, -0.1], [-0.1, 0.1, 0.1], [-0.2, 0.0, 0.0], [0.0, 0.2, 0.0], [0.0, 0.2, -0.1], [0.0, -0.3, -0.1], [0.0, 0.6, 0.3], [0.2, -0.2, -0.1], [0.5, -0.2, -0.3], [-0.1, 0.1, 0.0], [-0.2, -0.1, -0.1], [-0.2, 0.0, 0.2]]}

---

{"formula": "C19H17F5N2SW", "method": "wB97M-V/def2-TZVPD", "multiplicity": 3, "total_charge": 2, "s_squared": 2.018, "homo_energy_ev": [-15.09, -15.10], "symbols": ["C", "C", "H", "H", "H", "H", "H", "H", "C", "C", "C", "C", "H", "H", "H", "H", "N", "C", "C", "N", "C", "C", "C", "H", "H", "C", "H", "H", "W", "C", "H", "H", "H", "F", "C", "C", "F", "C", "F", "C", "S", "C", "F", "C", "F"], "coordinates": [[-3.870, -0.265, 0.359], [-4.117, 1.045, -0.430], [-3.665, -1.114, -0.302], [-4.783, -0.527, 0.906], [-3.072, -0.218, 1.105], [-3.745, 0.997, -1.464], [-5.202, 1.262, -0.508], [-3.707, 1.948, 0.039], [0.435, -2.727, -0.132], [1.300, -3.797, -0.281], [2.426, -3.679, -1.104], [2.687, -2.474, -1.739], [-0.462, -2.756, 0.483], [1.097, -4.727, 0.256], [3.101, -4.521, -1.239], [3.586, -2.296, -2.332], [0.723, -1.524, -0.732], [1.811, -1.400, -1.571], [2.067, -0.046, -1.995], [1.227, 0.915, -1.449], [1.419, 2.240, -1.758], [3.400, 1.689, -3.011], [2.509, 2.631, -2.506], [0.702, 2.964, -1.383], [2.645, 3.695, -2.690], [3.187, 0.351, -2.725], [3.882, -0.429, -3.038], [4.251, 1.999, -3.609], [-0.079, 0.254, -0.057], [-1.177, 1.913, -0.315], [-1.432, 2.231, -1.331], [-0.847, 2.758, 0.302], [-2.067, 1.466, 0.143], [-2.739, 1.673, 6.717], [-1.914, 1.439, 5.672], [-1.331, 2.510, 4.991], [-1.581, 3.784, 5.372], [-0.525, 2.262, 3.886], [0.031, 3.315, 3.218], [-0.296, 0.956, 3.443], [0.774, 0.611, 1.951], [-0.883, -0.104, 4.139], [-0.675, -1.390, 3.725], [-1.686, 0.127, 5.247], [-2.308, -0.913, 5.855]], "forces_ev_per_a": [[-0.6, 0.1, -0.4], [-0.9, 0.1, -0.2], [0.0, 0.1, 0.0], [0.4, 0.0, 0.0], [0.2, 0.2, 0.1], [0.0, 0.0, 0.3], [0.6, -0.3, 0.0], [-0.2, -0.3, 0.0], [0.8, 0.9, -0.7], [-0.1, -0.4, 0.0], [-0.3, 0.0, 0.2], [-0.2, 0.9, -0.4], [0.2, -0.1, -0.1], [0.0, 0.3, -0.3], [-0.1, 0.2, 0.1], [-0.3, -0.5, 0.2], [0.5, -1.8, -1.3], [-0.4, -1.7, 1.7], [0.6, 2.2, 0.1], [1.4, 0.1, -1.4], [0.4, -0.9, 0.1], [-0.1, 0.1, 0.2], [-0.1, 0.4, -0.2], [0.3, -0.3, 0.0], [0.0, -0.3, -0.1], [-0.4, -0.9, 0.0], [-0.2, 0.5, -0.2], [-0.1, 0.0, 0.1], [-1.0, 0.2, 2.4], [-0.5, 0.8, -0.8], [-0.3, 0.1, 0.2], [0.0, 0.0, -0.2], [-0.2, 0.2, 0.1], [1.1, -0.3, -1.3], [-0.8, 0.2, 0.9], [-0.2, 1.0, 0.3], [0.3, -1.5, -0.4], [0.5, 0.7, -0.7], [-0.6, -1.2, 0.6], [0.0, -0.4, -1.0], [0.2, 0.5, 1.8], [0.2, -0.8, -0.3], [-0.3, 1.3, 0.3], [-0.7, -0.8, 0.4], [0.8, 1.2, -0.6]]}

---

{"formula": "C19H17FeNO5", "method": "wB97M-V/def2-TZVPD", "multiplicity": 5, "s_squared": 6.092, "homo_energy_ev": [-5.72, -8.27], "symbols": ["O", "C", "Fe", "C", "O", "C", "O", "C", "C", "C", "C", "C", "C", "H", "H", "H", "H", "H", "H", "H", "C", "C", "C", "C", "C", "C", "C", "O", "C", "O", "N", "C", "C", "H", "H", "H", "H", "H", "H", "H", "H", "H", "H"], "coordinates": [[-3.337, 0.390, -0.747], [-2.290, -0.114, -0.677], [-0.678, -0.782, -0.830], [-1.114, -1.498, -2.460], [-1.460, -1.612, -3.562], [-0.079, 0.715, -1.599], [0.043, 1.634, -2.300], [-1.253, -2.402, 0.470], [-1.195, -1.479, 1.624], [-0.386, -0.329, 1.108], [0.898, -0.663, 0.630], [1.057, -1.883, -0.035], [-0.053, -2.735, -0.157], [-2.138, -3.004, 0.290], [-2.196, -1.211, 1.996], [-0.691, -1.996, 2.468], [-0.612, 0.677, 1.467], [1.722, 0.059, 0.676], [2.001, -2.141, -0.519], [-0.013, -3.647, -0.762], [-0.612, -5.944, 6.963], [-1.475, -6.675, 6.134], [-2.513, -6.024, 5.460], [-2.687, -4.641, 5.588], [-3.820, -3.948, 4.868], [-3.523, -3.105, 3.614], [-4.836, -2.844, 2.871], [-4.890, -3.849, 1.854], [-3.588, -4.304, 1.649], [-3.358, -5.092, 0.739], [-2.732, -3.679, 2.543], [-1.851, -3.920, 6.453], [-0.811, -4.569, 7.130], [0.207, -6.448, 7.480], [-1.344, -7.750, 6.010], [-3.204, -6.578, 4.820], [-4.568, -4.702, 4.587], [-4.278, -3.226, 5.559], [-3.063, -2.148, 3.930], [-5.738, -2.947, 3.483], [-4.798, -1.835, 2.420], [-2.038, -2.853, 6.595], [-0.159, -3.994, 7.789]], "forces_ev_per_a": [[2.1, -1.1, 0.6], [-5.1, 2.4, -0.9], [0.1, -0.6, -0.4], [-1.4, -2.0, -5.0], [0.7, 0.5, 2.3], [1.5, 5.1, -3.1], [-0.3, -1.9, 1.5], [0.2, -1.6, -0.4], [0.0, -0.3, 1.3], [1.0, 0.7, 2.3], [0.2, 0.6, 0.9], [2.0, -1.0, 0.5], [-0.8, -1.3, 0.7], [0.4, 0.1, -0.2], [0.3, 0.2, -0.4], [-0.2, 0.3, 0.0], [0.3, -0.2, 0.0], [-0.4, -0.2, -0.4], [-0.3, 0.1, 0.3], [0.0, 0.6, -0.1], [-0.3, 0.1, -0.2], [0.0, 0.3, 0.1], [0.2, 0.2, 0.0], [0.2, 0.0, 0.2], [0.0, -0.5, 0.2], [0.0, 0.6, -0.6], [-0.6, 0.5, -0.1], [0.9, 0.0, 0.1], [-1.6, -0.9, -1.6], [0.2, 1.4, 2.0], [0.6, -0.8, 0.9], [0.1, -0.4, -0.1], [-0.2, 0.0, -0.2], [-0.3, 0.2, -0.1], [0.0, 0.3, 0.1], [0.3, 0.0, 0.2], [0.1, 0.2, 0.1], [-0.1, -0.3, -0.2], [0.1, -0.6, -0.2], [0.3, 0.1, -0.1], [-0.2, -0.4, 0.0], [0.2, -0.3, 0.0], [-0.2, -0.2, -0.2]]}

---

{"formula": "C19H17IN5O4Ru", "method": "wB97M-V/def2-TZVPD", "multiplicity": 2, "s_squared": 1.234, "homo_energy_ev": [-8.20, -8.13], "symbols": ["Ru", "O", "C", "C", "C", "C", "C", "C", "C", "O", "N", "N", "C", "C", "C", "C", "C", "C", "N", "H", "H", "H", "H", "H", "H", "H", "H", "H", "H", "I", "C", "H", "H", "C", "N", "C", "C", "C", "O", "N", "C", "O", "H", "H", "H", "H", "H"], "coordinates": [[-0.647, -0.161, -0.131], [-1.754, -4.079, 1.759], [-0.538, -4.643, 1.717], [-0.403, -5.924, 2.251], [0.822, -6.556, 2.250], [1.937, -5.942, 1.680], [1.818, -4.680, 1.145], [0.592, -3.999, 1.170], [0.518, -2.625, 0.699], [-0.605, -1.964, 0.808], [1.606, -2.029, 0.242], [1.376, -0.758, -0.026], [2.327, 0.120, -0.185], [2.034, 1.443, 0.258], [2.931, 2.507, 0.100], [2.621, 3.738, 0.634], [1.428, 3.887, 1.333], [0.587, 2.788, 1.452], [0.862, 1.607, 0.924], [-1.671, -3.158, 1.446], [-1.284, -6.386, 2.677], [0.918, -7.535, 2.700], [2.893, -6.448, 1.672], [2.664, -4.175, 0.702], [3.306, -0.178, -0.543], [3.849, 2.332, -0.446], [3.292, 4.579, 0.523], [1.169, 4.832, 1.789], [-0.344, 2.863, 1.997], [-3.720, 0.204, -2.079], [-2.631, -0.709, -0.481], [-2.644, -1.770, -0.722], [-3.200, -0.514, 0.426], [-2.644, 4.562, -1.250], [-1.730, 3.514, -1.676], [-1.140, 3.514, -2.908], [-0.391, 2.500, -3.379], [-0.219, 1.327, -2.550], [0.327, 0.268, -2.858], [-0.747, 1.432, -1.275], [-1.557, 2.433, -0.832], [-2.097, 2.381, 0.271], [-2.875, 5.203, -2.097], [-2.203, 5.159, -0.452], [-3.556, 4.104, -0.871], [-1.322, 4.403, -3.498], [0.043, 2.534, -4.366]], "forces_ev_per_a": [[1.2, 0.5, 0.8], [-0.2, -0.1, 0.1], [0.3, 0.1, -0.1], [-0.1, 0.0, 0.0], [0.0, 0.1, -0.1], [0.1, -0.1, 0.0], [-0.1, 0.1, 0.0], [-0.1, -0.3, 0.2], [-0.4, 0.9, -0.3], [0.3, -0.9, 0.3], [0.6, -1.1, -0.4], [-0.4, 1.2, 0.6], [-0.5, -1.5, -0.4], [-0.4, 1.6, 0.1], [-0.1, -0.7, -0.2], [-0.3, 0.2, 0.2], [0.3, -0.1, -0.1], [-0.2, 0.3, 0.2], [0.2, -0.8, -0.7], [0.0, 0.0, -0.1], [0.0, 0.0, 0.0], [0.0, 0.0, 0.0], [0.0, 0.0, 0.0], [0.0, 0.0, 0.0], [0.1, -0.1, 0.4], [0.0, 0.1, 0.0], [0.0, 0.0, 0.0], [-0.1, 0.0, 0.0], [0.0, 0.0, -0.1], [-0.1, -0.1, -0.1], [0.4, 0.0, -0.5], [-0.1, 0.0, 0.1], [0.1, 0.0, 0.1], [0.0, 0.0, 0.1], [0.0, -0.1, 0.0], [0.1, 0.0, -0.2], [0.0, 0.1, 0.0], [-0.1, -0.3, 0.3], [0.0, 0.3, 0.0], [-0.5, 0.5, -0.3], [-0.1, 0.1, 0.2], [0.1, 0.3, -0.2], [0.0, 0.0, 0.0], [0.0, 0.0, 0.0], [0.0, 0.0, 0.0], [0.0, 0.0, 0.0], [0.0, 0.0, 0.0]]}

---

{"formula": "C19H17KN8O4S", "method": "wB97M-V/def2-TZVPD", "multiplicity": 1, "homo_energy_ev": -8.10, "symbols": ["K", "O", "N", "O", "C", "C", "C", "C", "C", "C", "N", "C", "C", "N", "C", "C", "C", "C", "H", "H", "H", "H", "H", "H", "H", "C", "C", "N", "N", "C", "S", "N", "N", "H", "H", "H", "H", "H", "H", "O", "C", "C", "C", "C", "O", "N", "H", "H", "H", "H"], "coordinates": [[1.835, 0.832, 1.024], [-0.649, 0.583, -6.525], [-0.564, 1.664, -5.971], [-0.666, 2.740, -6.529], [-0.438, 1.679, -4.512], [-1.186, 2.586, -3.849], [-1.171, 2.632, -2.427], [-1.991, 3.521, -1.710], [-1.956, 3.506, -0.341], [-1.089, 2.604, 0.294], [-0.302, 1.774, -0.356], [-0.331, 1.768, -1.699], [0.512, 0.832, -2.419], [1.331, 0.040, -1.706], [2.074, -0.842, -2.334], [2.076, -0.985, -3.727], [1.264, -0.175, -4.477], [0.437, 0.764, -3.830], [-1.826, 3.271, -4.391], [-2.638, 4.198, -2.254], [-2.577, 4.172, 0.241], [-1.033, 2.554, 1.377], [2.700, -1.469, -1.707], [2.712, -1.716, -4.206], [1.249, -0.263, -5.551], [-1.883, -4.097, 1.314], [-0.407, -3.991, 1.387], [0.404, -4.943, 1.705], [1.637, -4.364, 1.645], [1.616, -3.071, 1.272], [2.932, -2.077, 1.052], [0.287, -2.838, 1.086], [-0.235, -1.593, 0.768], [-2.172, -5.108, 1.588], [-2.233, -3.888, 0.302], [-2.349, -3.388, 2.000], [2.457, -4.885, 1.896], [-1.107, -1.725, 0.273], [-0.448, -1.109, 1.649], [-1.031, -0.982, 3.521], [-0.332, -0.013, 3.821], [-0.165, 0.512, 5.247], [0.776, 1.698, 5.069], [1.093, 1.671, 3.571], [1.890, 2.421, 3.007], [0.384, 0.716, 2.933], [0.245, -0.277, 5.877], [-1.141, 0.779, 5.650], [1.698, 1.625, 5.644], [0.313, 2.656, 5.308]], "forces_ev_per_a": [[0.9, -0.3, -1.3], [0.2, 0.1, 0.1], [-0.5, 0.1, -0.3], [0.2, -0.2, 0.1], [0.1, 0.2, 0.5], [0.0, -0.1, -0.3], [0.1, -0.1, 0.3], [0.1, -0.1, 0.0], [-0.1, 0.1, -0.1], [0.0, 0.0, 0.0], [0.0, 0.0, 0.0], [-0.3, 0.3, -0.1], [0.0, -0.1, -0.4], [0.0, 0.1, 0.1], [0.0, 0.0, 0.0], [-0.1, 0.1, -0.1], [0.0, -0.1, 0.0], [0.1, -0.1, 0.1], [0.0, 0.0, -0.1], [0.0, 0.0, 0.0], [0.0, 0.0, 0.0], [0.0, 0.0, 0.0], [0.0, 0.0, 0.0], [0.0, 0.0, 0.1], [0.0, 0.0, 0.0], [0.0, 0.1, 0.0], [-0.1, 0.1, 0.0], [0.0, -0.1, 0.1], [-0.2, 0.1, 0.0], [-0.1, -0.4, -0.2], [0.4, 0.1, 0.1], [0.0, -0.2, 0.3], [0.0, 0.3, 0.0], [0.0, 0.0, 0.0], [-0.1, 0.0, 0.0], [0.0, 0.0, 0.0], [0.1, 0.0, 0.0], [0.0, -0.1, -0.2], [-0.1, -0.1, 0.1], [0.1, 0.1, 0.0], [-0.1, 0.0, 0.2], [0.0, 0.0, -0.1], [0.0, 0.0, 0.0], [-0.2, 0.1, 0.5], [0.0, 0.3, 0.3], [-0.8, -0.3, 0.5], [0.0, 0.0, 0.0], [0.0, 0.0, 0.0], [0.0, 0.0, 0.0], [0.0, 0.0, 0.0]]}

---

| no. | E_tot (eV) |
| --- | --- |
| 1 | -47764.5594 |
| 2 | -71669.3382 |
| 3 | -49188.1180 |
| 4 | -66087.1189 |
| 5 | -46300.5375 |
| 6 | -67249.9423 |